10
Properties=species:S:1:pos:R:3:forces:R:3:lowdin_charge:R:1 method="wB97M-V/def2-TZVPD" homo_ev=-8.9 smiles=Fc1ccc[nH]1 largest_force_ha_per_bohr=0.097 relative_energy_kj_mol=184.1 homo_lumo_gap_ev=9.73 total_charge=0
F 1.613 0.004 1.305 -1.6034 0.9297 -0.5208 0.05
H -2.675 -0.164 -0.424 0.9893 0.1142 0.2136 0.11
C -1.570 -0.118 -0.425 2.3367 1.6764 0.2744 -0.15
H -1.050 -0.295 1.739 0.8736 2.6262 -3.7741 0.23
N -0.811 0.323 0.740 0.1864 -3.2409 3.5990 0.01
C 0.613 0.221 0.394 -2.2615 -1.3585 1.1894 -0.34
H -1.167 -0.547 -2.386 1.2407 0.4649 -0.4436 0.09
C 0.700 -0.087 -0.883 1.4737 -1.3440 -4.5574 -0.06
C -0.685 -0.151 -1.492 -0.6583 -1.2736 2.7063 -0.08
H 1.703 -0.478 -1.419 -2.5772 1.4055 1.3134 0.15